[1]
Computed, not measured: the molecule C7H10, with ωB97M-V with the def2-TZVPD basis set.

Computed properties:
Max |F| = 1.5 eV Å⁻¹
LUMO energy = 1.078 eV
E_HOMO = -9.2 eV
2S+1 = 1
Energy = -272.60754 Eh
Kohn-Sham gap = 0.379 hartree
Energy above the lowest of the compared OMol25 structures with the same formula, charge and spin = 3.006 eV

Positions of all 17 atoms, in Å:
H -1.424 -1.288 1.599
C 0.789 1.178 0.283
C 0.216 -0.472 -1.606
H 1.663 1.186 0.977
C -0.841 0.351 -0.865
H 1.612 -1.436 -0.162
C -0.751 -0.437 1.753
H 0.021 -0.752 2.467
C 0.449 0.988 -1.289
C -0.115 -0.047 0.448
H -1.319 0.383 2.200
H -0.063 -2.105 -0.242
C 0.554 -1.206 -0.339
H 0.421 1.653 -2.163
H 0.287 2.129 0.474
H 0.343 -0.895 -2.608
H -1.843 0.771 -0.925

Atomic forces in eV per Å
H 0.050 0.158 0.082
C -0.155 0.074 -0.299
C -0.005 -0.079 0.019
H 0.400 -0.137 -1.424
C -0.365 -0.226 -0.242
H -0.082 0.040 0.114
C -0.072 0.074 0.061
H -0.111 0.080 -0.072
C 0.303 0.346 0.328
C -0.191 -0.115 0.285
H 0.020 -0.047 -0.001
H 0.175 0.029 0.089
C 0.117 -0.173 0.144
H 0.545 0.136 0.798
H -0.388 -0.216 0.413
H -0.430 0.427 0.287
H 0.188 -0.371 -0.579

[2]
Computed, not measured: the molecule C7H10, with ωB97M-V with the def2-TZVPD basis set.

Computed properties:
Max |F| = 0.6 eV Å⁻¹
LUMO energy = 1.221 eV
E_HOMO = -9.2 eV
2S+1 = 1
Energy = -272.60656 Eh
Kohn-Sham gap = 0.384 hartree
Energy above the lowest of the compared OMol25 structures with the same formula, charge and spin = 3.032 eV

Positions of all 17 atoms, in Å:
C -0.447 0.916 0.830
H 2.216 -1.458 0.767
H -0.118 1.510 -1.546
H -2.409 -0.025 0.278
H -1.152 -0.706 2.334
C -1.011 -0.366 -1.320
H -0.649 1.942 1.107
C -0.417 0.584 -2.038
C 1.749 -0.604 0.264
C -0.657 -0.434 1.410
H 2.543 0.108 0.007
C -1.324 -0.075 0.117
H 1.194 0.322 2.145
H 1.302 -0.956 -0.665
C 0.733 0.038 1.194
H -0.188 0.485 -3.093
H -1.366 -1.283 -1.789

Atomic forces in eV per Å
C -0.075 0.234 -0.060
H -0.058 0.122 -0.040
H 0.008 -0.199 -0.166
H 0.232 0.433 -0.047
H 0.081 -0.085 -0.179
C 0.122 0.137 -0.138
H -0.152 -0.311 0.448
C -0.050 -0.177 -0.027
C -0.031 -0.019 -0.057
C -0.031 -0.306 0.166
H -0.133 -0.081 0.042
C -0.052 0.116 -0.125
H -0.044 0.189 -0.205
H 0.078 0.017 0.160
C 0.127 -0.044 0.071
H -0.119 -0.075 0.037
H 0.098 0.051 0.119

[3]
Computed, not measured: a structure of composition C7H10, with ωB97M-V with the def2-TZVPD basis set.

Computed properties:
Max |F| = 0.4 eV Å⁻¹
LUMO energy = 0.336 eV
E_HOMO = -8.2 eV
2S+1 = 1
Energy = -272.49614 Eh
Kohn-Sham gap = 0.313 hartree
Energy above the lowest of the compared OMol25 structures with the same formula, charge and spin = 6.037 eV

Positions of all 17 atoms, in Å:
H 1.566 1.489 -1.338
H 1.695 -0.510 0.687
C -0.538 0.443 0.679
C -0.683 0.917 -0.773
C -0.578 -2.736 -0.433
C 0.980 0.285 0.525
C 0.830 1.282 -0.556
H -1.402 1.717 -0.970
H -1.177 2.349 1.611
C -0.421 1.579 1.461
H 1.817 2.295 1.364
H 0.309 -2.413 -0.987
C 0.976 1.695 1.019
H -0.753 0.132 -1.536
H -0.784 -2.021 0.367
H -1.435 -2.774 -1.110
H -0.402 -3.727 -0.008

Atomic forces in eV per Å
H -0.107 -0.037 0.130
H -0.113 0.164 -0.020
C -0.177 -0.017 0.149
C -0.173 0.075 -0.170
C -0.007 -0.007 0.010
C 0.216 -0.199 -0.018
C 0.177 -0.011 -0.331
H 0.110 -0.110 0.054
H 0.107 -0.109 -0.016
C -0.105 0.125 -0.093
H -0.147 -0.098 -0.078
H -0.138 -0.065 0.081
C 0.204 0.244 0.299
H 0.026 0.114 0.140
H 0.026 -0.173 -0.139
H 0.125 -0.020 0.082
H -0.024 0.124 -0.081

[4]
Computed, not measured: a cluster of 2 separate species, C7H10 in total, with ωB97M-V with the def2-TZVPD basis set.

Computed properties:
Max |F| = 0.5 eV Å⁻¹
LUMO energy = 0.392 eV
E_HOMO = -8.0 eV
2S+1 = 1
Energy = -272.52900 Eh
Kohn-Sham gap = 0.307 hartree
Energy above the lowest of the compared OMol25 structures with the same formula, charge and spin = 5.143 eV

Positions of all 17 atoms, in Å:
C 0.541 1.021 0.832
H -0.799 0.301 -2.298
C -0.792 -1.105 -0.595
H 3.010 1.119 -0.836
H 2.478 1.419 -1.259
C 0.002 -1.370 0.728
C -1.513 -1.112 0.689
H 1.391 1.689 1.016
C -0.527 0.196 -1.250
H -0.914 -1.974 -1.236
C 0.015 1.207 -0.571
H -2.131 -1.964 0.954
H 0.191 2.166 -1.054
H 0.257 -2.412 0.913
H -0.205 1.338 1.587
H -1.858 -0.157 1.075
C 0.852 -0.364 1.303

Atomic forces in eV per Å
C 0.072 -0.047 0.041
H 0.012 0.000 0.163
C -0.101 0.063 -0.138
H 0.046 0.032 -0.047
H 0.135 -0.054 -0.007
C 0.429 -0.064 0.325
C -0.221 0.068 -0.011
H -0.143 -0.108 -0.011
C 0.039 0.156 0.147
H 0.065 0.134 0.126
C -0.089 -0.170 -0.105
H 0.134 0.090 -0.055
H -0.054 -0.140 0.072
H -0.058 0.199 -0.045
H 0.044 -0.015 -0.047
H 0.073 -0.158 -0.062
C -0.383 0.015 -0.346